[1]
{
  "formula": "C3H5ClO2",
  "method": "ωB97M-V/def2-TZVPD",
  "spin_multiplicity": 1,
  "lumo_energy_ev": 0.60,
  "fmax_ev_per_a": 6.38,
  "gap_ev": 10.3808,
  "smiles": "C[C@@](O)(Cl)C=O",
  "symbols": ["C", "C", "C", "O", "O", "Cl", "H", "H", "H", "H", "H"],
  "xyz": [[0.9459, 0.7482, -0.7436], [-1.2117, -0.4521, -0.1042], [0.1674, -0.3500, 0.3726], [1.4184, 1.7430, -0.2513], [0.4056, 0.2212, 1.5164], [1.1158, -1.8695, 0.1003], [0.7078, 0.6476, -1.8374], [-1.2001, -1.1794, -0.9841], [-1.7043, 0.5297, -0.2648], [-1.7133, -0.9186, 0.7476], [1.0685, 0.8799, 1.4486]],
  "forces_ev_per_a": [[-1.934, -0.125, 1.485], [-1.194, -1.570, -0.135], [3.551, 2.583, -4.623], [0.154, -1.061, -0.678], [-1.900, -1.057, 3.010], [-0.104, -0.450, 0.204], [0.575, -0.199, 0.536], [-0.494, 1.337, 1.053], [0.514, -0.599, -0.195], [-0.588, -0.229, -0.301], [1.420, 1.369, -0.356]]
}

=====

[2]
{
  "formula": "C3H5ClO2",
  "method": "ωB97M-V/def2-TZVPD",
  "spin_multiplicity": 1,
  "lumo_energy_ev": 0.45,
  "fmax_ev_per_a": 5.38,
  "gap_ev": 10.6958,
  "smiles": "O=C(CO)CCl",
  "symbols": ["C", "C", "C", "H", "H", "H", "H", "H", "O", "O", "Cl"],
  "xyz": [[-0.6772, -0.9637, -0.0086], [-0.2320, 0.4934, -0.2192], [1.2574, 0.9192, -0.0022], [-2.2160, -0.1080, 0.1408], [-0.2674, -0.9540, 1.2136], [-0.1226, -1.9071, -0.6209], [1.4440, 1.2310, 1.0036], [1.5229, 1.6698, -0.7768], [-2.0261, -1.1287, -0.2409], [-1.0399, 1.3509, -0.2691], [2.3568, -0.6027, -0.2201]],
  "forces_ev_per_a": [[3.215, -2.825, 0.322], [2.689, -1.811, 0.658], [0.006, -1.970, -1.778], [-0.976, -3.433, -1.822], [-1.218, -0.722, -2.787], [-1.002, 3.063, 1.906], [-0.063, 0.387, 0.421], [-0.030, -0.555, 0.722], [-0.044, 4.754, 2.523], [-1.935, 1.646, -0.258], [-0.642, 1.467, 0.091]]
}

=====

[3]
{
  "formula": "C3H5ClO2P",
  "method": "ωB97M-V/def2-TZVPD",
  "spin_multiplicity": 1,
  "lumo_energy_ev": 3.48,
  "fmax_ev_per_a": 3.25,
  "gap_ev": 7.4728,
  "total_charge": -1,
  "symbols": ["C", "C", "C", "O", "O", "P", "Cl", "H", "H", "H", "H", "H"],
  "xyz": [[-0.7532, 1.4563, 0.2952], [-1.1198, 0.0349, -0.0670], [0.1330, -0.8328, 0.2014], [-1.4491, 2.1969, 1.0112], [0.3636, 1.7668, -0.2344], [1.4857, -0.0201, -0.8479], [-0.1742, -2.5077, -0.1526], [-2.0058, -0.3133, 0.3836], [-1.4675, 0.1263, -1.0437], [0.4833, -0.7479, 1.1832], [2.2787, 0.1892, 0.3455], [2.2256, -1.3485, -1.0746]],
  "forces_ev_per_a": [[0.194, 1.237, 0.767], [0.709, -0.096, 1.773], [-0.944, 1.712, -2.593], [-0.038, -0.701, -0.460], [-0.051, 0.390, 0.441], [1.369, -1.404, 0.037], [-0.178, -1.156, -0.202], [-0.885, -0.477, 1.472], [0.297, -0.395, -2.414], [-0.020, -0.024, 1.571], [-0.019, 0.264, -0.859], [-0.433, 0.651, 0.469]]
}

=====

[4]
{
  "formula": "C3H5ClO2S",
  "method": "ωB97M-V/def2-TZVPD",
  "spin_multiplicity": 1,
  "lumo_energy_ev": [-1.53, -1.53],
  "fmax_ev_per_a": 4.42,
  "gap_ev": [8.1046, 8.1035],
  "smiles": "CC(CCl)=S(=O)=O",
  "symbols": ["C", "C", "C", "O", "O", "S", "Cl", "H", "H", "H", "H", "H"],
  "xyz": [[-0.2914, 0.2788, 0.3069], [-0.9076, -0.9809, 0.5782], [-0.0934, 0.8800, -1.2674], [1.9632, 1.5378, 0.6031], [1.4167, -0.2128, 2.2470], [1.2302, 0.3326, 0.9344], [0.4366, -0.5319, -2.3322], [-0.9160, -1.4791, -0.3585], [-2.0036, -0.9387, 0.6907], [-0.5813, -1.6370, 1.4731], [-1.0018, 1.2158, -1.6489], [0.7483, 1.5354, -1.2263]],
  "forces_ev_per_a": [[2.749, 1.601, -2.661], [-2.777, -2.491, 1.242], [0.642, -3.351, 2.815], [0.460, -0.799, -0.302], [0.294, -0.852, -0.090], [-0.322, 3.051, 1.500], [-0.343, 0.770, 0.296], [0.540, -1.466, -0.734], [0.101, 0.695, 0.407], [-0.010, 1.383, -1.693], [-1.305, 0.795, -0.578], [-0.029, 0.663, -0.202]]
}

=====

[5]
{
  "formula": "C3H5ClO2S",
  "method": "ωB97M-V/def2-TZVPD",
  "spin_multiplicity": 1,
  "lumo_energy_ev": -0.87,
  "fmax_ev_per_a": 2.25,
  "gap_ev": 8.0015,
  "symbols": ["C", "C", "C", "O", "O", "S", "Cl", "H", "H", "H", "H", "H"],
  "xyz": [[1.0603, 0.1178, -0.3663], [1.3869, -0.9733, 0.5187], [-0.1052, 0.1104, -1.2353], [0.4549, 3.3157, -0.8332], [1.5066, 2.5827, 1.2262], [1.6830, 3.0881, -0.0915], [-1.3886, -1.2315, -0.9697], [1.9409, -0.6400, 1.3970], [1.8779, -1.6259, -0.1659], [0.6168, -1.6469, 0.8321], [-0.7623, 1.0681, -1.1604], [0.4048, 0.0322, -2.3009]],
  "forces_ev_per_a": [[-0.719, 0.812, -0.801], [-0.782, 0.827, 0.854], [0.004, 0.589, -0.579], [1.229, 0.054, 0.280], [0.355, 0.086, 0.824], [-1.661, -0.171, -0.915], [0.385, 0.178, -0.386], [0.621, -0.284, -0.436], [1.457, -0.577, -0.657], [-1.199, -0.159, 0.287], [1.631, -1.447, -0.292], [-1.321, 0.093, 1.824]]
}

=====

[6]
{
  "formula": "C3H5ClP",
  "method": "ωB97M-V/def2-TZVPD",
  "spin_multiplicity": 1,
  "lumo_energy_ev": -6.04,
  "fmax_ev_per_a": 3.87,
  "gap_ev": 9.6588,
  "total_charge": 1,
  "symbols": ["C", "C", "C", "P", "Cl", "H", "H", "H", "H", "H"],
  "xyz": [[-0.1212, 1.5678, -0.6874], [-0.2470, 1.5107, 0.6102], [0.6775, -1.5490, 0.0138], [-0.5121, -0.0681, -0.0008], [-2.8066, -0.6625, -0.1450], [0.0610, 2.3303, -1.5784], [-0.0239, 2.0415, 1.5480], [1.5770, -0.9950, -0.0112], [0.7256, -2.2217, -0.7628], [0.6697, -1.9540, 1.0135]],
  "forces_ev_per_a": [[-0.224, 0.108, -2.560], [1.065, 0.486, 2.567], [-0.776, 2.791, 2.210], [-2.894, -1.062, -2.094], [3.770, 0.826, 0.271], [-0.379, -1.984, 2.055], [-0.521, -0.053, -0.637], [1.319, 0.825, -0.158], [-0.856, -1.438, -1.837], [-0.505, -0.499, 0.184]]
}

=====

Ordered energy relative to the best compared isomer or geometry (same formula, charge and spin) results: 34.7, 56.0, 61.1, 67.8, 82.6, 24.9; unit kcal/mol.